# 1
Formula: C3H4N2O2
Source: OMol25
Level of theory: the ωB97M-V functional and the def2-TZVPD basis

Last column: Mulliken charge in e.
Cartesian coordinates (Å):
C (-1.909, 0.531, -0.067)  -0.834
O (-0.661, 1.192, 0.076)  -0.343
C (0.313, 0.355, 0.193)  0.622
N (0.435, -0.959, 0.163)  -0.514
C (1.767, -1.218, -0.036)  0.016
O (2.511, -0.133, -0.050)  -0.106
N (1.794, 1.004, 0.054)  -0.305
H (-1.997, 0.436, -1.074)  0.339
H (-2.594, 1.149, 0.411)  0.317
H (-2.006, -0.292, 0.554)  0.383
H (2.347, -2.065, -0.225)  0.425

## Properties
Molar mass in g mol⁻¹: 100.077
Highest occupied orbital energy (spin up / spin down) in eV: -8.80 / -8.80
Kohn-Sham gap (spin up / spin down) in eV: 9.599 / 9.600
SMILES: COc1ncon1
Relative energy (zero: lowest compared OMol25 entry of this formula, charge and spin) in kcal per mole: 120.7

=====

# 2
Formula: C3H4N2O2
Source: OMol25
Level of theory: the ωB97M-V functional and the def2-TZVPD basis

Last column: Mulliken charge in e.
Cartesian coordinates (Å):
C (-1.558, -0.280, 0.007)  -0.778
N (-0.160, -0.104, 0.294)  0.478
N (0.665, -1.142, -0.058)  -0.673
C (1.771, -0.556, -0.291)  -0.006
O (1.810, 0.759, 0.025)  -0.318
C (0.509, 1.083, 0.406)  0.585
O (0.130, 2.165, 0.762)  -0.565
H (-1.686, -0.798, -0.953)  0.274
H (-1.986, -0.876, 0.808)  0.253
H (-2.009, 0.710, -0.050)  0.372
H (2.513, -0.960, -0.951)  0.378

## Properties
Molar mass in g mol⁻¹: 100.077
Highest occupied orbital energy in eV: -9.49
Kohn-Sham gap in eV: 10.366
SMILES: Cn1ncoc1=O
Relative energy (zero: lowest compared OMol25 entry of this formula, charge and spin) in kcal per mole: 46.1

=====

# 3
Formula: C3H4N2O2
Source: OMol25
Level of theory: the ωB97M-V functional and the def2-TZVPD basis

Last column: Mulliken charge in e.
Cartesian coordinates (Å):
N (-2.610, 1.498, -0.559)  -0.352
C (-2.034, 0.606, -0.151)  0.128
C (-1.193, -0.449, 0.309)  0.147
O (-1.606, -1.998, 0.245)  -0.494
C (0.126, -0.363, -0.531)  0.512
N (0.630, 0.887, -0.527)  -0.387
O (0.604, -1.344, -1.101)  -0.629
H (-0.856, -0.204, 1.370)  0.244
H (-1.208, -2.265, -0.601)  0.325
H (0.301, 1.703, 0.058)  0.228
H (1.581, 1.110, -0.971)  0.278

## Properties
Molar mass in g mol⁻¹: 100.077
Highest occupied orbital energy in eV: -10.96
Kohn-Sham gap in eV: 11.340
SMILES: N#C[C@@H](O)C(N)=O
Relative energy (zero: lowest compared OMol25 entry of this formula, charge and spin) in kcal per mole: 57.2

=====

# 4
Formula: C3H4N2O2
Source: OMol25
Level of theory: the ωB97M-V functional and the def2-TZVPD basis

Last column: Mulliken charge in e.
Cartesian coordinates (Å):
C (-1.348, -0.462, -0.065)  -0.829
N (0.068, -0.168, -0.291)  -0.169
C (0.866, -1.271, -0.613)  0.176
N (1.004, -1.101, 0.609)  -0.388
H (-1.546, -1.524, 0.133)  0.346
H (-1.690, 0.135, 0.784)  0.246
H (-1.902, -0.148, -0.957)  0.304
H (1.174, -1.883, -1.453)  0.299
O (2.175, 1.844, 0.208)  -0.415
C (1.115, 2.119, 0.608)  0.851
O (0.084, 2.460, 1.037)  -0.421

## Properties
Molar mass in g mol⁻¹: 100.077
Highest occupied orbital energy in eV: -9.81
Kohn-Sham gap in eV: 10.666
SMILES: CN1C=N1.O=C=O
Relative energy (zero: lowest compared OMol25 entry of this formula, charge and spin) in kcal per mole: 87.3

=====

# 5
Formula: C3H4N2O2
Source: OMol25
Level of theory: the ωB97M-V functional and the def2-TZVPD basis

Last column: Mulliken charge in e.
Cartesian coordinates (Å):
N (-2.305, 1.119, -0.434)  -0.402
C (-1.460, 0.371, -0.193)  0.005
C (-0.446, -0.461, 0.416)  0.375
O (-0.960, -1.821, 0.554)  -0.501
C (0.849, -0.159, -0.287)  0.452
N (1.446, 1.077, -0.059)  -0.384
O (1.346, -0.978, -1.025)  -0.575
H (-0.496, -0.090, 1.451)  0.223
H (-1.360, -2.013, -0.325)  0.364
H (1.130, 1.806, 0.520)  0.198
H (2.255, 1.149, -0.617)  0.246

## Properties
Molar mass in g mol⁻¹: 100.077
Highest occupied orbital energy in eV: -10.79
Kohn-Sham gap in eV: 11.196
SMILES: N#C[C@@H](O)C(N)=O
Relative energy (zero: lowest compared OMol25 entry of this formula, charge and spin) in kcal per mole: 47.7

=====

# 6
Formula: C3H4N2O2
Source: OMol25
Level of theory: the ωB97M-V functional and the def2-TZVPD basis

Last column: Mulliken charge in e.
Cartesian coordinates (Å):
C (0.865, 0.240, -0.527)  -0.190
C (-0.016, -1.282, 1.015)  0.614
C (0.631, 1.756, -0.543)  -0.661
N (-1.296, -0.882, -1.034)  -0.591
N (-1.087, -1.531, -0.020)  0.278
O (0.052, -1.910, 2.011)  -0.476
O (0.794, -0.333, 0.629)  -0.070
H (1.352, 2.273, -1.283)  0.264
H (0.776, 2.221, 0.466)  0.290
H (-0.434, 1.896, -1.004)  0.248
H (-1.638, -2.448, 0.290)  0.292

## Properties
Molar mass in g mol⁻¹: 100.077
Highest occupied orbital energy (spin up / spin down) in eV: -8.03 / -8.03
Kohn-Sham gap (spin up / spin down) in eV: 7.684 / 7.685
Relative energy (zero: lowest compared OMol25 entry of this formula, charge and spin) in kcal per mole: 166.6

=====

# 7
Formula: C3H4N2O2S
Source: OMol25
Level of theory: the ωB97M-V functional and the def2-TZVPD basis

Last column: Mulliken charge in e.
Cartesian coordinates (Å):
O (0.494, -2.576, 0.426)  -0.493
C (-0.425, -2.035, -0.155)  0.122
N (-0.297, -1.126, -1.184)  -0.409
C (-0.162, 0.141, -1.167)  0.200
N (0.170, 0.935, -0.046)  -0.110
S (-0.150, 2.607, -0.105)  -0.130
C (1.006, 0.443, 0.987)  0.093
O (1.329, 1.009, 1.969)  -0.452
H (-1.494, -2.226, 0.026)  0.323
H (-0.355, 0.801, -2.016)  0.386
H (-1.372, 2.637, 0.573)  0.162
H (1.255, -0.610, 0.691)  0.308

## Properties
Molar mass in g mol⁻¹: 132.144
Highest occupied orbital energy in eV: -10.49
Kohn-Sham gap in eV: 10.732
SMILES: O=C/N=C\N(S)C=O
Relative energy (zero: lowest compared OMol25 entry of this formula, charge and spin) in kcal per mole: 45.4

=====

# 8
Formula: C3H4N2O3
Source: OMol25
Level of theory: the ωB97M-V functional and the def2-TZVPD basis

Last column: Mulliken charge in e.
Cartesian coordinates (Å):
C (-1.949, -0.115, 0.117)  -0.628
C (0.358, -0.838, -0.198)  0.368
C (0.975, 0.438, -0.345)  0.742
H (-2.848, -0.619, -0.414)  0.273
H (-2.160, -0.206, 1.519)  0.247
H (-2.016, 1.162, -0.361)  0.262
H (1.809, 2.134, 0.262)  0.456
N (1.242, -1.785, -0.038)  -0.377
N (2.324, 0.250, -0.095)  -0.391
O (-0.965, -1.077, -0.374)  -0.317
O (2.479, -1.087, 0.050)  -0.057
O (0.751, 1.743, -0.122)  -0.579

## Properties
Molar mass in g mol⁻¹: 116.076
Highest occupied orbital energy in eV: -9.75
Kohn-Sham gap in eV: 9.754
Relative energy (zero: lowest compared OMol25 entry of this formula, charge and spin) in kcal per mole: 178.1

=====

# 9
Formula: C3H4N2O3
Source: OMol25
Level of theory: the ωB97M-V functional and the def2-TZVPD basis

Last column: Mulliken charge in e.
Cartesian coordinates (Å):
C (-0.756, 0.748, 0.102)  0.189
C (1.309, 0.019, -0.132)  0.496
C (-0.824, -0.542, -0.224)  0.497
H (-2.549, 1.491, -0.018)  0.338
H (1.222, 2.003, 0.765)  0.405
H (2.950, -1.250, 0.396)  0.252
H (-1.594, -2.544, -0.326)  0.387
N (0.645, 1.134, -0.096)  -0.288
N (2.599, -0.139, 0.075)  -0.765
O (-1.703, 1.636, 0.411)  -0.542
O (0.388, -1.050, -0.297)  -0.360
O (-1.686, -1.507, -0.657)  -0.608

## Properties
Molar mass in g mol⁻¹: 116.076
Highest occupied orbital energy in eV: -7.75
Kohn-Sham gap in eV: 7.987
Relative energy (zero: lowest compared OMol25 entry of this formula, charge and spin) in kcal per mole: 115.2

=====

# 10
Formula: C3H4N2O3
Source: OMol25
Level of theory: the ωB97M-V functional and the def2-TZVPD basis

Last column: Mulliken charge in e.
Cartesian coordinates (Å):
H (-3.079, -0.579, 0.045)  0.254
N (-2.598, 0.418, -0.174)  -0.649
C (-1.343, 0.282, 0.103)  0.526
N (-0.673, -0.986, -0.035)  -0.382
C (0.799, -0.469, 0.239)  0.170
O (1.993, -1.039, -0.042)  -0.565
C (0.753, 0.914, 0.219)  0.422
O (1.497, 1.942, 0.008)  -0.566
O (-0.556, 1.383, 0.025)  -0.328
H (-1.045, -1.411, 0.941)  0.330
H (1.823, -1.960, -0.739)  0.391
H (2.428, 1.507, -0.589)  0.395

## Properties
Molar mass in g mol⁻¹: 116.076
Highest occupied orbital energy in eV: -8.05
Kohn-Sham gap in eV: 8.000
SMILES: [H]/N=c1\[nH]c(O)c(O)o1
Relative energy (zero: lowest compared OMol25 entry of this formula, charge and spin) in kcal per mole: 121.0